1.
51
Properties=species:S:1:pos:R:3:forces:R:3:mulliken_charge:R:1 method="wB97M-V/def2-TZVPD" charge=+1 orbital_gap_ev=7.96 energy_ha=-1383.115878 e_lumo_ev=-2.98
C 0.256 2.816 -0.961 -0.86 -0.40 -0.68 1.01
H -5.215 -0.084 0.500 0.39 -0.16 -0.07 0.39
C -0.081 -3.782 -0.500 -0.48 -0.96 -1.48 0.78
H 0.127 -5.359 0.961 -0.02 -0.20 0.07 0.30
C -4.198 -0.394 0.269 0.18 0.00 -0.17 -0.39
O 3.488 4.645 1.066 -0.65 -0.52 0.36 -0.64
C 0.179 2.401 -2.306 -0.87 -0.34 -0.68 -0.69
H -0.306 0.413 0.917 0.12 0.12 0.02 -0.21
N 2.932 -1.620 0.937 0.25 -1.06 0.38 -0.14
H 3.421 3.515 -0.544 -0.18 -0.28 -0.38 0.31
H 4.078 -3.247 1.595 -0.19 0.20 -0.04 0.34
H 2.822 -3.668 0.429 0.02 -0.02 0.19 0.26
N -3.798 -1.008 -0.864 0.31 0.62 1.17 0.06
H -1.098 1.747 -3.912 0.04 0.05 0.18 0.43
C -2.136 2.506 -0.762 -0.84 -0.62 -1.61 -0.08
C -0.913 2.853 -0.186 0.12 -0.22 -0.42 -0.45
C -2.214 2.102 -2.098 -0.08 0.39 1.35 -0.55
C 1.448 3.214 -0.358 2.78 0.15 0.35 0.36
C -1.050 2.042 -2.866 1.27 0.20 0.08 -0.82
N 2.629 3.131 -1.058 -0.09 -0.01 0.22 -0.51
H -1.805 -1.623 -1.574 -0.39 -0.19 0.04 0.54
N 0.272 -2.891 0.430 0.59 1.31 0.90 -0.12
H -3.104 0.269 1.959 -0.17 -0.07 -0.22 0.27
H 0.555 -5.800 -0.707 -0.09 0.02 -0.01 0.33
H 0.209 3.884 2.707 0.00 -0.10 -0.12 0.44
C 0.484 -1.452 0.185 -0.59 -0.67 0.07 0.17
H 0.479 -3.245 1.350 -0.06 0.11 -0.06 0.39
C -0.588 -0.639 0.945 -0.16 0.45 0.29 -0.21
C 3.050 -3.036 1.291 -0.14 0.12 -0.23 -0.78
H 3.772 -1.069 1.041 -0.13 0.09 -0.10 0.32
C 1.456 3.621 0.976 -1.95 -0.13 -0.88 0.12
C -0.140 -5.234 -0.087 0.14 0.34 0.38 -1.19
H 2.782 2.217 -1.475 0.04 0.34 -0.06 0.26
C 1.909 -0.900 0.451 0.14 0.53 0.04 -0.43
H -0.578 -0.938 1.995 -0.01 -0.01 0.11 0.52
N 2.606 4.032 1.677 1.69 0.23 1.29 0.98
N -3.121 -0.209 1.063 -0.39 -0.64 -1.13 0.08
O 2.125 0.272 0.182 -0.71 0.32 -0.21 -0.56
H 0.342 -1.258 -0.879 0.07 -0.30 -0.08 0.48
H -4.390 -1.277 -1.645 0.09 0.17 0.36 0.27
H -3.029 2.584 -0.154 0.03 0.06 0.04 0.64
C -2.010 -0.728 0.422 0.88 -0.33 -0.91 0.20
O -0.356 -3.469 -1.650 -0.01 0.42 0.05 -0.64
C 0.240 3.582 1.664 -1.66 -0.47 -0.35 -0.51
H -1.150 -5.605 -0.254 0.06 -0.03 -0.04 0.33
O 2.679 3.746 2.876 -0.19 0.38 -1.16 -0.58
H -3.172 1.859 -2.548 0.07 0.06 0.08 0.51
C -2.430 -1.204 -0.794 0.28 0.19 0.66 -0.64
N -0.917 3.192 1.106 1.33 0.96 2.21 -0.69
H 1.063 2.377 -2.938 -0.11 0.09 0.19 0.49
H 2.395 -3.281 2.127 0.14 -0.15 0.02 0.25

2.
238
Properties=species:S:1:pos:R:3:forces:R:3:mulliken_charge:R:1 method="wB97M-V/def2-TZVPD" orbital_gap_ev=8.98 relative_energy_ev=3.628 energy_ha=-4045.621560 e_lumo_ev=0.35
H -4.141 -0.194 -3.984 -0.04 -0.55 -0.05 0.33
H 4.418 -3.648 6.682 -0.32 0.48 -0.37 0.31
H 2.297 -1.278 -8.309 0.20 0.13 0.03 0.33
C -4.916 -2.985 -1.310 -0.89 1.85 0.90 -1.32
H -0.156 5.012 2.349 0.26 -0.23 0.01 0.24
C 1.029 -4.935 -3.445 0.36 0.81 -0.27 -1.34
H -1.335 -3.613 -4.395 -0.11 0.23 -0.12 0.24
H 5.358 -2.069 -0.607 -0.12 0.32 0.41 0.40
H 0.932 2.195 1.382 0.15 0.06 0.11 -0.09
C 4.215 7.576 -0.109 -0.01 -1.33 0.45 -1.13
H 2.545 4.317 2.551 0.47 0.56 0.18 0.19
H 4.153 4.709 -7.323 0.05 0.15 0.26 0.42
C -4.353 4.348 -0.357 0.72 0.50 0.15 -0.86
C 3.162 -2.153 -0.326 -0.65 -1.62 0.66 2.20
N -3.326 3.495 5.938 -0.15 -0.01 -0.44 -0.69
H 0.531 2.316 10.570 -0.11 -0.03 -0.14 0.24
O -0.122 -5.607 -2.981 0.15 -0.54 -0.74 -0.06
H 1.106 -2.186 -0.677 0.23 -0.48 0.37 -0.23
H -0.069 1.529 6.755 -0.28 0.12 -0.11 0.26
H -0.729 -7.064 2.016 0.28 -0.04 0.09 0.30
H -4.706 -3.208 -7.871 -0.01 0.19 -0.39 0.39
H -1.236 -2.567 1.547 -0.13 -0.21 -0.10 -0.10
H 2.237 2.092 10.232 0.05 -0.16 -0.07 0.30
C 3.335 -0.744 3.667 -0.29 0.64 -0.02 -0.56
H -5.546 -3.876 -1.209 0.49 -0.37 0.14 0.47
H -5.820 -3.476 3.051 0.01 0.19 -0.19 0.32
H 1.572 -1.848 -4.493 0.13 0.00 -0.13 -0.24
H -4.258 3.824 -1.314 0.18 0.01 -0.02 0.34
N -0.365 -7.608 4.025 0.47 -0.05 -0.33 -0.81
H -1.243 -2.033 -8.531 -0.13 0.25 -0.06 0.31
H -0.441 -2.379 -5.271 0.08 -0.04 -0.15 -0.15
H -2.152 -3.508 -2.500 -0.35 -0.17 -0.39 -0.49
H -7.045 -2.001 -2.589 0.01 0.09 0.00 0.36
H 3.782 4.718 -0.688 0.03 0.50 -0.45 0.24
H 1.045 1.019 9.448 -0.10 -0.03 0.07 0.33
H -0.370 -4.131 -5.676 0.77 0.19 -0.18 0.23
H -5.118 1.883 1.531 0.31 0.61 -0.02 0.25
C 3.025 4.219 1.576 -0.49 -0.58 -0.16 -0.18
N -3.554 -3.690 0.521 -0.63 -0.20 0.49 0.25
C -0.377 -3.390 -4.877 -0.73 -0.48 1.16 -0.74
H -0.700 -7.494 -2.424 -0.23 0.25 -0.17 0.25
C -3.001 -1.986 -7.422 0.60 0.63 -1.12 0.67
H 3.488 0.789 -6.498 -0.34 0.09 -0.74 0.38
H 1.442 -5.388 -4.354 -0.19 -0.11 -0.10 0.41
C -0.048 0.453 -0.652 -0.21 1.12 1.94 -1.03
C -3.817 2.484 3.755 -0.25 0.02 0.20 -0.76
H 2.252 -0.870 3.699 0.06 -0.76 -0.33 0.21
H -0.631 1.383 -0.598 -0.60 -0.19 -0.38 0.29
O 1.116 2.974 8.726 0.40 -0.91 0.00 -0.37
H -2.801 -8.072 2.808 0.22 0.05 -0.39 0.45
H -3.314 -2.487 -5.326 0.13 -0.08 -0.14 0.11
H -3.863 -4.656 0.437 -0.22 0.08 0.03 0.21
N 1.899 3.649 -4.947 0.20 0.81 -0.43 -0.20
H -2.430 1.823 5.088 -0.06 -0.31 0.53 -0.38
H 6.084 -3.847 6.915 0.17 -0.10 -0.28 0.37
C 2.700 0.088 -6.195 1.09 0.99 0.88 -1.39
H -0.899 1.364 2.092 -0.01 0.05 -0.11 0.26
H 3.159 3.341 -7.488 -0.72 0.00 0.09 0.36
H -3.319 -1.120 -8.021 -0.36 -0.11 -0.17 0.16
N 1.976 -2.018 -1.171 0.68 1.92 -0.17 0.63
H -1.210 3.486 6.069 0.09 -0.08 0.05 0.18
O -4.213 -4.231 5.904 0.36 -0.13 -0.31 -0.40
H 5.676 -0.480 7.874 -0.16 0.17 -0.18 0.27
H 3.821 -1.100 2.755 -0.30 -0.15 -0.18 0.30
O -1.163 -4.494 2.262 -0.42 0.33 -0.28 -0.11
C 4.422 -1.959 -1.163 -0.34 -0.42 -0.85 -1.40
C -1.628 1.970 -7.421 1.17 0.08 0.64 -0.55
C 5.682 -1.850 6.307 0.08 0.09 0.12 0.27
H -2.913 -2.202 -0.767 -0.49 0.34 -0.08 -0.45
H -1.487 -0.189 1.526 0.04 -0.08 -0.02 0.07
H 6.245 5.662 -1.836 0.08 0.14 -0.23 0.22
H -4.079 -1.956 2.338 0.04 -0.36 0.04 -0.32
C -3.439 2.238 5.206 -0.30 -0.63 -0.26 1.38
H -2.766 0.764 -3.911 0.85 -0.24 0.01 0.22
N -3.685 -1.749 3.247 0.81 0.23 -0.29 0.80
H 4.480 -2.765 -1.902 -0.27 0.14 -0.20 0.37
H 0.487 -5.398 3.141 0.07 0.42 -0.03 0.26
H -4.546 -1.454 -5.987 0.02 0.15 -0.30 0.58
H -4.167 -6.205 6.479 0.05 -0.10 -0.01 0.27
C -0.605 -5.325 3.231 0.69 -0.95 0.23 -0.91
H -6.618 -3.536 -3.427 -0.07 -0.16 0.71 0.36
C -3.614 -3.248 -7.980 -1.32 -0.37 0.75 -1.61
H 1.963 -0.988 -1.264 -0.47 -0.63 -0.92 -0.28
C 0.659 1.331 -7.018 0.39 -0.31 0.36 -0.07
H -3.002 3.072 3.317 -0.16 0.07 -0.30 -0.07
H 0.949 -7.091 -2.147 0.33 -0.41 -0.36 0.39
H -4.662 5.383 -0.520 -0.56 -0.16 -0.27 0.34
H 0.073 6.586 -0.989 -0.08 0.52 0.47 0.49
H -5.278 1.836 6.222 -0.12 -0.18 0.08 0.32
C 4.887 0.325 -1.096 -1.29 0.87 0.49 -0.61
H -3.283 1.843 1.289 -0.27 0.12 -0.45 0.12
H -6.228 -2.122 -4.203 0.13 0.67 0.30 0.16
H 2.221 -3.950 0.700 -0.21 0.32 -0.10 0.26
H 1.104 6.275 0.473 -0.12 0.13 0.06 0.45
C 1.093 2.189 5.033 -0.19 -0.55 0.48 -0.64
C 1.236 2.041 9.785 0.20 0.46 0.24 -0.72
H -5.047 3.794 0.267 -0.17 0.19 0.01 0.21
C 0.582 0.726 -2.936 0.12 -0.19 0.75 0.02
H 0.160 -3.093 -2.864 0.38 0.26 0.21 -0.63
C 3.546 5.465 -4.691 0.11 0.85 -1.69 -0.89
C -4.368 -2.436 4.336 -1.06 0.76 -0.76 0.87
H 6.770 -1.741 6.318 0.02 -0.01 0.10 0.42
H -3.371 -3.434 -9.024 0.09 0.16 -0.01 0.38
H 1.656 3.083 4.756 0.14 -0.08 -0.10 0.28
O -3.960 1.230 3.114 0.17 0.20 0.01 -0.42
H 4.526 1.269 -1.512 0.28 -0.08 -0.39 0.21
C 3.199 4.299 -6.976 0.62 0.94 0.37 -1.69
H 2.451 5.052 -7.233 -0.24 -0.45 -0.52 0.41
H 5.330 4.306 0.079 0.05 -0.21 -0.43 0.44
H -3.164 -5.069 7.440 -0.23 -0.18 0.18 0.29
H 4.400 5.962 -5.169 0.58 -0.51 0.35 0.58
O -3.138 4.433 0.369 0.19 0.12 0.93 -0.24
C -3.055 -0.259 -4.153 -0.95 0.05 -0.28 -0.45
H -0.808 -5.010 4.263 -0.25 0.24 -0.06 0.20
N -1.534 -2.085 -7.566 -0.56 0.04 1.46 -0.27
C -3.493 -3.125 -0.817 1.15 -2.47 -1.16 1.65
C 5.246 -1.131 5.035 0.43 -0.02 -0.45 -0.85
H -0.699 -2.666 3.189 -0.13 -0.22 0.16 0.22
H 1.021 -0.556 -8.938 0.08 0.29 -0.07 0.31
H 5.537 -0.073 5.078 -0.66 0.27 0.34 0.34
H 0.209 4.190 5.762 -0.28 0.57 0.15 0.29
H -2.581 -5.574 5.908 -0.23 -0.04 -0.40 0.18
N 5.163 -1.290 7.558 -0.12 -0.26 -0.33 -0.67
O 2.507 6.431 -4.893 -0.19 -0.64 0.16 -0.32
C 0.679 -3.481 -3.751 -1.09 -0.67 -1.26 2.56
C 0.346 5.883 -0.197 -0.61 -1.14 -1.31 -1.69
H 3.800 7.555 0.899 0.24 0.40 0.07 0.36
H 1.412 1.182 -3.464 -0.12 0.02 -0.25 -0.34
C 0.502 0.334 0.799 0.59 -0.49 -0.62 2.24
C 5.373 -3.341 6.258 0.46 -0.25 0.24 -1.36
H 1.197 4.130 -5.512 -0.20 -0.21 0.23 0.29
N -0.275 3.617 6.444 0.53 -0.11 0.07 -0.62
H 2.028 8.374 -4.638 -0.16 -0.11 0.18 0.28
H 3.749 8.123 -4.671 0.16 -0.36 -0.19 0.31
H -4.767 3.023 3.644 0.05 0.25 0.11 0.49
H -4.378 0.380 1.320 0.59 -0.11 -0.01 -0.02
H -0.786 -7.475 4.939 -0.04 0.26 -0.02 0.28
N 1.866 -2.760 -4.160 0.21 -0.01 0.63 -0.68
C 3.143 -3.580 0.263 1.85 0.65 0.28 -1.79
C 4.555 5.078 -0.003 0.51 -0.15 1.24 -0.53
H 0.834 -0.670 -6.437 -0.41 -0.42 -0.80 -1.16
H -6.415 -3.175 4.697 0.41 -0.51 0.03 0.41
H 0.953 -0.661 0.879 0.42 0.13 -0.07 -1.10
H 4.665 8.529 -0.369 -0.17 0.10 -0.02 0.38
H 3.753 5.295 -3.631 -0.11 -0.04 0.09 0.28
H 0.460 1.522 -5.957 -0.16 0.29 -0.03 0.03
H -2.637 -1.060 -3.540 0.06 0.31 0.44 0.00
H 3.918 3.398 -5.204 0.26 0.36 0.16 0.16
H 2.503 3.083 7.187 -0.20 0.41 -0.06 0.42
H -0.688 -0.430 -0.761 0.05 -0.02 -0.89 0.00
H -3.090 -6.320 2.492 -0.05 -0.35 -0.27 -0.03
H -1.500 4.231 2.030 0.13 -0.35 0.04 -0.11
C -4.166 1.373 1.722 -0.54 -0.59 0.36 -0.40
H -2.180 5.555 -1.090 -0.14 -0.49 -0.50 0.47
H -2.999 -6.949 4.084 0.54 0.16 0.21 0.20
H 0.395 -3.156 1.896 0.08 -0.19 -0.04 -0.09
H 2.120 1.474 7.618 -0.25 -0.18 0.27 0.20
H 2.197 4.310 0.865 0.09 -0.34 -0.17 -0.20
O 3.881 -1.381 4.794 -0.09 0.54 0.52 -0.34
H 6.426 7.270 -1.783 -0.08 0.18 0.38 0.24
H 4.186 -1.067 7.402 0.02 0.20 0.30 0.27
O 3.995 5.191 1.304 -0.11 0.33 0.28 -0.42
C 5.238 6.424 -0.258 -0.99 1.18 -0.39 0.16
C 0.531 2.394 6.457 0.53 -0.13 -0.33 0.84
H -3.667 -0.739 3.349 -0.10 -0.26 0.21 -0.15
H 3.379 7.299 -0.753 0.00 0.46 -0.36 0.01
H -3.869 0.884 6.786 -0.34 -0.15 0.16 0.42
H 3.927 -3.571 1.031 -0.24 -0.37 0.20 0.50
H 3.186 -1.401 0.476 -0.16 -0.14 0.14 -0.63
H -3.377 -4.142 -7.399 0.57 0.14 0.02 0.31
C -0.902 5.346 0.503 0.08 0.15 1.57 0.81
H 1.303 2.127 -7.407 -0.30 0.22 -0.14 0.12
C -3.509 -5.339 6.437 0.27 0.57 0.50 -0.65
H -1.976 -4.691 -1.288 -0.21 -0.07 0.23 0.50
H -6.351 -1.849 3.705 0.33 0.06 -0.73 0.39
H -0.331 1.315 -3.045 0.02 0.17 -0.04 0.25
H -3.444 -4.752 -2.304 0.11 -0.03 -0.15 0.29
H -3.196 3.279 6.920 0.00 0.19 0.04 0.26
O -0.523 1.151 -7.750 -0.37 -0.51 -0.83 -0.38
H -1.778 3.755 -0.821 1.06 0.49 -0.64 -0.01
N 1.852 -0.366 -8.378 -0.96 -0.61 -0.30 -0.82
H 0.772 5.086 -0.819 0.34 -0.23 0.42 0.16
H 2.048 1.684 0.348 -0.09 -0.51 -0.27 0.14
H -1.401 6.205 0.974 -0.12 0.17 -0.30 0.20
H 5.967 0.380 -0.947 0.12 -0.45 -0.34 0.40
H 2.872 7.622 -3.240 -0.11 0.01 0.12 0.00
C 3.190 4.180 -5.459 0.33 -0.91 0.65 0.57
H -0.560 -8.580 3.812 0.17 -0.03 -0.09 0.30
H 3.372 0.354 3.650 0.74 0.03 0.34 0.24
H 5.473 -3.683 5.227 -0.05 -0.35 0.12 0.33
H -1.190 -1.285 -7.042 0.54 0.02 -0.49 -0.52
H -4.455 -1.699 5.139 0.09 -0.31 0.32 0.08
H 5.849 -1.465 4.178 -0.06 -0.50 -0.03 0.40
O -2.764 -0.535 -5.502 0.37 0.87 -0.51 -0.04
C -1.964 4.743 -0.383 -0.85 -0.17 -0.26 -0.57
O 4.368 -0.728 -1.882 0.86 -0.11 0.46 -0.22
H -1.311 3.015 -7.508 -0.37 0.15 -0.04 0.38
H 3.433 3.202 1.574 0.05 -0.02 -0.26 0.39
H -2.548 -3.261 5.040 -0.03 0.06 0.43 0.38
C -2.739 -4.098 -1.793 0.41 1.02 0.38 -0.93
C -0.589 0.341 1.855 -0.63 0.31 -0.10 -1.38
H -2.643 -3.797 0.949 0.08 0.21 -0.11 -0.42
C 2.806 7.677 -4.329 0.01 0.49 0.09 -0.47
H 3.238 -0.856 -6.095 -0.44 -0.28 -0.21 0.51
H -4.707 0.435 5.274 0.00 -0.04 0.04 0.10
H -1.900 1.753 -6.382 -0.32 0.18 -0.06 0.02
H 0.383 -0.288 -3.290 0.02 -0.06 -0.17 -0.14
H 0.256 2.077 4.341 0.03 0.08 -0.07 0.09
C -5.797 -2.775 3.884 -0.50 0.03 1.34 -1.72
H 0.368 -7.544 -3.808 0.22 0.52 -0.30 0.30
O 0.993 0.676 -1.565 -0.11 -0.31 -0.12 -0.06
C -3.560 -3.618 4.807 0.24 -0.12 -0.21 -0.09
C 1.664 2.463 7.518 -0.53 0.60 -0.59 -0.96
H 3.510 -4.282 -0.489 -0.34 -0.09 -0.11 0.38
C -1.046 -6.769 3.019 -0.76 -0.71 0.79 0.78
H 4.407 0.327 -0.108 0.23 -0.20 0.17 0.11
N 1.472 1.369 1.121 -0.14 0.48 0.53 0.40
H 1.722 1.302 4.911 0.09 0.13 0.12 0.00
C -4.406 1.260 5.914 0.87 0.46 -0.33 -1.34
C 0.149 -6.991 -2.892 -0.30 -0.12 1.62 -0.97
C -0.649 -3.183 2.226 0.43 0.42 0.27 -0.21
N -0.578 4.420 1.636 -0.28 0.46 -0.44 -0.13
C -3.461 -1.635 -6.012 0.07 -1.39 0.66 -0.73
H -5.330 -2.232 -0.615 -0.49 -0.14 -0.10 0.37
H -3.390 -4.330 3.988 -0.33 -0.06 -0.11 -0.27
C 1.431 0.029 -7.047 1.22 -0.05 1.35 2.21
H 2.545 0.442 -5.170 -0.53 -0.27 0.01 -0.02
H 1.832 4.115 -4.046 -0.51 -0.36 0.21 0.03
H -0.280 -0.113 2.796 0.20 -0.04 -0.08 0.11
H 2.365 -2.571 -3.291 0.22 0.16 -0.16 0.22
O -5.016 -2.487 -2.621 1.02 0.10 -0.26 0.07
H -2.451 1.743 -8.091 0.03 -0.03 -0.04 0.27
H 5.987 6.513 0.534 0.22 0.03 -0.08 0.26
N 5.757 6.530 -1.626 0.13 -1.36 -0.03 -0.48
C -6.286 -2.514 -3.184 -0.34 -0.75 -0.89 -0.90
H 1.845 -4.959 -2.708 -0.13 -0.09 0.24 0.22
H -4.219 3.972 5.852 0.09 0.15 0.20 0.32
C -2.540 -7.053 3.096 -0.98 0.96 -0.14 -1.02

3.
19
Properties=species:S:1:pos:R:3:forces:R:3:mulliken_charge:R:1 method="wB97M-V/def2-TZVPD" orbital_gap_ev=10.04 relative_energy_ev=1.111 energy_ha=-667.254068 e_lumo_ev=0.88
C 1.297 1.015 -1.488 -0.52 -0.41 0.20 -0.68
C -2.064 -3.073 0.250 -0.02 0.24 0.22 -0.30
N -1.474 -2.610 1.261 0.19 -0.12 -0.12 -0.36
H -1.995 -4.131 0.021 0.02 -0.04 -0.05 0.26
H -2.079 -1.088 2.513 0.09 0.16 0.03 0.32
H 1.798 3.414 0.747 0.01 0.12 0.13 0.22
H 0.499 1.418 0.467 -0.18 0.03 -0.09 0.18
H 2.202 1.067 0.475 0.05 -0.22 -0.15 0.32
C -1.623 -1.198 1.530 -0.21 0.38 -0.38 -0.58
N 1.672 3.027 -0.176 -0.31 -0.19 -0.09 -0.67
H -2.674 -2.430 -0.394 -0.04 -0.09 -0.16 0.27
H 2.165 1.214 -2.111 0.20 -0.05 0.11 0.36
H 0.443 1.469 -1.983 0.01 0.02 -0.11 0.35
S 1.048 -0.800 -1.440 -0.13 0.29 -0.13 -0.18
H -2.229 -0.668 0.776 -0.22 -0.21 0.12 0.31
H -0.665 -0.676 1.506 0.21 -0.32 0.31 0.09
H 2.529 3.189 -0.686 0.14 0.07 -0.03 0.22
H -0.268 -0.724 -1.177 0.15 -0.11 0.00 0.06
C 1.419 1.583 -0.091 0.56 0.45 0.17 -0.21

4.
22
Properties=species:S:1:pos:R:3:forces:R:3:mulliken_charge:R:1 method="wB97M-V/def2-TZVPD" orbital_gap_ev=10.43 relative_energy_ev=1.367 energy_ha=-387.457273 e_lumo_ev=0.50
H -1.849 1.322 0.405 -0.15 -0.28 0.58 0.30
C 1.069 0.438 -2.818 0.15 0.76 1.06 -1.55
H 0.991 -1.984 -1.435 0.03 0.17 -0.46 0.39
H -1.487 -2.787 2.097 0.00 0.00 0.13 0.33
H 1.268 -1.355 0.133 0.31 0.10 0.05 0.36
H -0.892 0.018 1.202 -0.17 0.41 0.56 0.04
H -1.766 -4.002 1.240 -0.03 -0.11 -0.01 0.32
H 1.527 0.910 -0.676 0.14 0.50 -0.43 0.28
C 1.485 -1.156 -0.924 -0.01 0.07 0.72 -1.63
H 0.484 1.323 -3.069 -0.10 -0.17 -0.41 0.42
H 0.702 -0.462 -3.304 -0.14 0.12 -0.29 0.33
C 0.948 0.231 -1.295 -0.54 -1.28 0.05 0.77
C -0.546 0.292 -0.859 0.75 -0.11 -1.01 -0.85
O -0.129 2.333 2.235 -0.10 -0.07 0.15 -0.49
C -0.857 0.870 0.527 -0.60 -0.52 -1.15 -0.22
H 2.562 -1.203 -1.075 0.05 -0.22 -0.02 0.41
C -0.040 1.981 1.088 0.63 0.32 0.35 -0.05
H -0.906 -0.739 -0.913 -0.14 -0.01 0.28 0.30
H 2.091 0.646 -3.132 0.10 -0.25 0.01 0.38
H -1.114 0.755 -1.668 -0.03 0.54 0.25 0.43
O -1.703 -3.723 2.158 0.03 0.11 -0.12 -0.65
H 0.674 2.526 0.441 -0.17 -0.09 -0.30 0.39

What are the molecular weight values for these records? In order: 400.42 1247.93 120.22 118.18 g mol⁻¹.